{
  "formula": "C47H47BInN10OS2",
  "method": "ωB97M-V with the def2-TZVPD basis set",
  "elements": ["In", "C", "C", "C", "C", "N", "N", "B", "N", "N", "C", "C", "C", "C", "C", "C", "C", "C", "C", "C", "N", "N", "C", "C", "C", "C", "C", "C", "C", "C", "C", "C", "C", "C", "C", "C", "C", "C", "H", "H", "H", "H", "H", "H", "H", "H", "H", "H", "H", "H", "H", "H", "H", "H", "H", "H", "H", "H", "H", "H", "H", "H", "H", "H", "H", "H", "N", "C", "S", "N", "N", "C", "C", "C", "C", "C", "C", "C", "C", "C", "C", "C", "C", "N", "H", "H", "H", "H", "H", "H", "H", "H", "H", "H", "H", "O", "S", "C", "C", "C", "C", "H", "H", "H", "H", "H", "H", "H", "H"],
  "positions_angstrom": [[0.1984, -0.7206, 0.7915], [-4.6673, -3.0090, 2.1642], [-3.4581, -2.8847, 1.3019], [-3.0253, -3.7406, 0.3085], [-1.8689, -3.1578, -0.2268], [-1.6116, -2.0299, 0.4391], [-2.5828, -1.8618, 1.3681], [-2.6676, -0.5939, 2.2241], [-2.5240, 0.6281, 1.2844], [-1.5393, 0.7315, 0.3634], [-1.7645, 1.8408, -0.3521], [-2.9098, 2.4733, 0.1489], [-3.3707, 1.6680, 1.1734], [-4.5760, 1.8776, 2.0247], [-0.9186, 2.2951, -1.4577], [-1.0406, 3.5905, -1.9604], [-0.2332, 4.0213, -3.0010], [0.7208, 3.1722, -3.5461], [0.8267, 1.8720, -3.0728], [0.0025, 1.4377, -2.0503], [-1.5465, -0.5669, 3.2898], [-0.2251, -0.6126, 2.9826], [0.4702, -0.5556, 4.1325], [-0.4460, -0.4580, 5.1883], [-1.7030, -0.4740, 4.6212], [-3.0158, -0.3917, 5.3217], [1.9352, -0.5317, 4.2760], [2.4889, -0.5449, 5.5591], [3.8547, -0.4321, 5.7459], [4.7057, -0.3148, 4.6574], [4.1752, -0.3481, 3.3779], [2.8069, -0.4554, 3.1921], [-1.0832, -3.6275, -1.3705], [-0.3878, -2.7354, -2.1826], [0.2897, -3.1850, -3.3016], [0.2956, -4.5352, -3.6192], [-0.3806, -5.4350, -2.8076], [-1.0767, -4.9807, -1.6993], [-5.1974, -3.9231, 1.9092], [-5.3426, -2.1670, 2.0114], [-4.3976, -3.0471, 3.2199], [-3.5043, -4.6508, -0.0062], [-3.7152, -0.5445, 2.7747], [-3.3660, 3.3837, -0.1979], [-5.0689, 2.7969, 1.7179], [-4.3159, 1.9556, 3.0804], [-5.2829, 1.0555, 1.9135], [-1.7745, 4.2632, -1.5366], [-0.3434, 5.0260, -3.3876], [1.3590, 3.5175, -4.3485], [1.5530, 1.1943, -3.5066], [0.0465, 0.4084, -1.7284], [-0.2345, -0.3742, 6.2388], [-2.8461, -0.3291, 6.3937], [-3.6288, -1.2704, 5.1220], [-3.5800, 0.4874, 5.0104], [1.8492, -0.6501, 6.4239], [4.2591, -0.4351, 6.7493], [5.7724, -0.2120, 4.8043], [4.8273, -0.2853, 2.5166], [2.4183, -0.4878, 2.1891], [-0.4290, -1.6748, -1.9587], [0.7987, -2.4803, -3.9483], [0.8086, -4.8845, -4.5058], [-0.3721, -6.4911, -3.0430], [-1.6244, -5.6795, -1.0804], [2.9027, -3.5646, -1.3101], [2.4299, -2.5372, -0.5938], [1.4737, -2.9212, 0.7952], [2.8099, -1.3312, -0.9371], [2.2198, -0.2935, -0.3458], [2.8330, 0.8275, -0.1689], [4.2676, 1.0531, -0.4478], [4.8991, 0.5269, -1.5751], [6.2602, 0.7081, -1.7598], [7.0070, 1.4091, -0.8255], [6.3901, 1.9322, 0.3022], [5.0290, 1.7638, 0.4868], [2.0455, 1.9123, 0.4521], [2.3608, 3.2536, 0.2428], [1.5873, 4.2251, 0.8497], [0.5317, 3.8371, 1.6632], [0.2889, 2.4870, 1.8224], [1.0241, 1.5510, 1.2300], [2.6488, -4.5047, -1.0686], [3.4629, -3.3920, -2.1271], [4.3177, -0.0218, -2.2997], [6.7460, 0.2922, -2.6324], [8.0729, 1.5353, -0.9605], [6.9704, 2.4627, 1.0455], [4.5598, 2.1463, 1.3841], [3.1798, 3.5164, -0.4099], [1.7985, 5.2742, 0.6923], [-0.0991, 4.5667, 2.1502], [-0.5159, 2.1325, 2.4575], [-3.4061, -1.2346, -2.9347], [-2.6570, 0.0230, -3.1625], [-1.7592, -0.1604, -4.7707], [-2.1286, 1.0554, -5.6027], [-3.6349, 1.1991, -5.4137], [-3.8373, 1.2360, -3.9073], [-2.1307, -1.0912, -5.2002], [-0.6910, -0.2406, -4.5716], [-1.8516, 0.9423, -6.6514], [-1.6294, 1.9457, -5.2074], [-4.1352, 0.3222, -5.8305], [-4.0411, 2.0837, -5.9053], [-4.8313, 0.9341, -3.5839], [-3.5846, 2.2113, -3.4855]],
  "homo_ev": -10.4,
  "charge": 1,
  "orbital_gap_ev": 7.602,
  "largest_force_ev_per_a": 1.14,
  "total_energy_ha": -3453.3749
}

***

{
  "formula": "C47H47N4O2SbSiTeZr",
  "method": "ωB97M-V with the def2-TZVPD basis set",
  "elements": ["Zr", "C", "Sb", "C", "C", "H", "H", "H", "H", "H", "H", "H", "H", "H", "C", "C", "C", "C", "C", "C", "Te", "N", "C", "O", "C", "C", "C", "C", "C", "C", "C", "C", "C", "C", "C", "C", "C", "C", "C", "C", "H", "H", "H", "H", "H", "H", "H", "H", "H", "H", "H", "H", "H", "H", "H", "H", "H", "H", "H", "H", "H", "H", "H", "C", "C", "C", "C", "C", "C", "Si", "C", "C", "C", "C", "C", "C", "C", "C", "C", "C", "C", "C", "H", "H", "H", "H", "H", "H", "H", "H", "H", "H", "H", "H", "H", "H", "H", "O", "N", "C", "C", "N", "C", "N"],
  "positions_angstrom": [[-0.5056, 0.2205, -0.2645], [-2.2634, -1.5012, 5.1070], [-1.1366, -0.9159, 3.3894], [-1.8658, 1.1092, 3.3956], [0.7094, -0.5158, 4.3858], [-2.0945, -0.7754, 5.9018], [-1.9609, -2.4886, 5.4504], [-3.3211, -1.5184, 4.8502], [-1.1877, 1.7401, 3.9706], [-2.8505, 1.1162, 3.8619], [-1.9783, 1.5227, 2.3935], [0.5506, 0.2307, 5.1634], [1.4287, -0.1457, 3.6574], [1.0916, -1.4282, 4.8423], [0.2803, -8.6381, -1.1223], [0.4302, -7.1800, -0.7926], [1.1110, -6.7630, 0.3408], [1.2540, -5.4175, 0.6609], [1.9929, -5.0685, 1.9301], [0.6952, -4.4576, -0.1984], [1.0412, -2.4373, 0.3772], [1.0599, 0.5382, 1.0318], [1.5796, 1.2208, 0.0708], [0.8223, 1.4319, -1.0989], [2.9309, 1.7953, 0.0228], [3.7886, 1.5640, 1.0967], [5.0684, 2.0882, 1.0766], [5.4898, 2.8428, -0.0129], [4.6346, 3.0723, -1.0825], [3.3521, 2.5484, -1.0687], [2.1214, -1.7717, -1.3224], [1.4024, -1.2150, -2.3768], [2.0391, -0.7101, -3.5009], [3.4205, -0.7664, -3.5640], [4.1430, -1.3159, -2.5136], [3.5193, -1.8245, -1.3782], [4.3440, -2.4256, -0.2745], [-0.0143, -4.8508, -1.3403], [-0.6518, -3.8918, -2.3019], [-0.1277, -6.2089, -1.6126], [0.8105, -9.2639, -0.4067], [0.6704, -8.8527, -2.1180], [-0.7711, -8.9294, -1.1146], [1.5414, -7.5048, 1.0036], [2.3015, -5.9773, 2.4432], [1.3688, -4.4955, 2.6191], [2.8878, -4.4745, 1.7343], [3.4331, 0.9761, 1.9331], [5.7399, 1.9122, 1.9063], [6.4916, 3.2524, -0.0276], [4.9693, 3.6605, -1.9267], [2.6742, 2.7178, -1.8936], [0.3111, -1.2219, -2.3656], [1.4619, -0.2822, -4.3099], [3.9432, -0.3834, -4.4307], [5.2240, -1.3502, -2.5733], [5.4008, -2.2085, -0.4189], [4.2242, -3.5118, -0.2552], [4.0461, -2.0412, 0.7019], [-1.0383, -3.0086, -1.7978], [-1.4835, -4.3702, -2.8172], [0.0647, -3.5704, -3.0613], [-0.6781, -6.5152, -2.4955], [2.0301, 5.3824, 1.1100], [1.3347, 4.5690, 1.9950], [0.2080, 3.8866, 1.5660], [-0.2345, 4.0067, 0.2428], [0.4851, 4.8194, -0.6410], [1.6033, 5.5120, -0.2047], [-1.6731, 3.0454, -0.3879], [-2.0006, 3.0887, -2.2173], [-1.1965, 2.5177, -3.2102], [-1.5457, 2.6173, -4.5485], [-2.6937, 3.3006, -4.9219], [-3.4959, 3.8875, -3.9536], [-3.1606, 3.7724, -2.6137], [-3.2360, 3.0949, 0.5836], [-4.3485, 2.3698, 0.1328], [-5.5375, 2.3882, 0.8405], [-5.6313, 3.1291, 2.0121], [-4.5426, 3.8602, 2.4679], [-3.3507, 3.8417, 1.7616], [2.9109, 5.9142, 1.4456], [1.6744, 4.4639, 3.0171], [-0.3190, 3.2415, 2.2593], [0.1673, 4.9104, -1.6734], [2.1477, 6.1475, -0.8909], [-0.2687, 2.0228, -2.9508], [-0.9151, 2.1651, -5.3030], [-2.9614, 3.3797, -5.9672], [-4.3863, 4.4311, -4.2405], [-3.8097, 4.2206, -1.8708], [-4.2855, 1.8052, -0.7919], [-6.3922, 1.8275, 0.4849], [-6.5588, 3.1392, 2.5691], [-4.6249, 4.4463, 3.3735], [-2.5066, 4.4172, 2.1232], [-1.9917, -1.0113, -1.1758], [-2.6092, -0.6396, -0.0693], [-3.7534, -1.1461, 0.2199], [-4.3997, -2.0822, -0.6534], [-4.9135, -2.8282, -1.3577], [-4.3490, -0.7828, 1.4726], [-4.8054, -0.4986, 2.4867]],
  "homo_ev": [-10.2, -10.6],
  "charge": 1,
  "s_squared": 0.755,
  "multiplicity": 2,
  "orbital_gap_ev": [6.521, 5.480],
  "largest_force_ev_per_a": 0.62,
  "total_energy_ha": -3033.2344
}